Entry 1:
{
  "formula": "C11H13ClMoN2O2",
  "method": "ωB97M-V/def2-TZVPD",
  "symbols": ["Cl", "C", "C", "C", "H", "C", "C", "H", "H", "H", "C", "Mo", "C", "O", "C", "O", "H", "H", "H", "C", "N", "C", "C", "N", "H", "H", "H", "H", "H", "H"],
  "xyz": [[1.30856, -2.90007, 0.91989], [-0.04373, -1.61382, -2.67049], [-1.30119, -0.93159, -2.54133], [-2.13545, -1.70919, -1.67719], [-1.56611, -0.01239, -3.00961], [-1.40149, -2.87829, -1.25299], [-0.11648, -2.80388, -1.89819], [0.68128, -3.49555, -1.72612], [0.79306, -1.28180, -3.24712], [-3.13858, -1.47470, -1.38853], [-1.87339, -3.95364, -0.38002], [-0.32211, -0.92653, -0.38239], [-0.91310, -0.91532, 1.52562], [-1.31681, -0.88104, 2.60493], [1.39308, 0.01223, -0.02154], [2.51702, 0.52287, 0.23777], [-2.55053, -3.57154, 0.38734], [-1.02513, -4.42543, 0.12024], [-2.40983, -4.72326, -0.94635], [0.20548, 4.07673, 2.02602], [1.12688, 3.17351, 1.26911], [2.54316, 3.63859, 1.09155], [0.72189, 2.05298, 0.83405], [0.28702, 0.95573, 0.38310], [0.68476, 5.00890, 2.35798], [-0.17191, 3.53297, 2.91209], [-0.64142, 4.32588, 1.36317], [3.20096, 2.89570, 1.56286], [2.73616, 3.68085, 0.00995], [2.72792, 4.62110, 1.53621]],
  "forces_ev_per_angstrom": [[-1.56, 1.98, -0.95], [-0.76, 0.07, 0.60], [0.54, -0.69, 0.88], [0.85, -0.46, 0.04], [-0.18, 0.46, -0.32], [-0.18, 1.59, -0.77], [-0.20, 0.99, 0.22], [0.26, -0.29, -0.09], [0.30, 0.06, -0.25], [-0.41, 0.07, 0.05], [-0.16, -0.66, 0.76], [1.42, -4.05, -1.99], [-2.99, -0.73, 5.94], [1.58, -0.04, -3.55], [9.75, 2.63, 1.37], [-4.73, -4.20, -2.07], [-0.05, -0.11, -0.10], [-0.14, -0.06, -0.05], [0.09, 0.16, -0.02], [-1.67, -0.12, 0.67], [0.01, -0.66, -0.06], [1.19, -0.66, -0.94], [-2.67, -2.23, -1.08], [-0.47, 7.26, 1.97], [0.28, -0.64, -0.40], [0.20, 0.34, -0.42], [0.41, -0.06, 0.34], [-0.18, 0.30, -0.21], [0.11, 0.05, 0.43], [-0.65, -0.30, 0.00]],
  "total_charge": 2,
  "spin_multiplicity": 3,
  "s_squared": 2.10,
  "fmax_ev_per_a": 10.19,
  "e_lumo_ev": [-9.5, -10.2],
  "relative_energy_kcal_mol": 93.41,
  "mol_weight_g_mol": 336.63
}


Entry 2:
{
  "formula": "C11H13F6NOZr",
  "method": "ωB97M-V/def2-TZVPD",
  "symbols": ["C", "C", "C", "C", "C", "Zr", "N", "C", "C", "H", "H", "H", "H", "H", "H", "H", "H", "H", "H", "C", "C", "O", "C", "F", "F", "F", "C", "F", "F", "F", "H", "H", "H"],
  "xyz": [[-0.81573, 0.90272, -3.02477], [0.57966, 0.91676, -2.67767], [0.74948, 1.77169, -1.54656], [-0.53614, 2.27845, -1.18161], [-1.50802, 1.73872, -2.08500], [-0.59532, -0.22106, -0.87689], [-1.82336, -1.74657, -1.46304], [-0.65106, -2.59368, -1.82080], [0.67626, -1.86027, -1.64263], [1.70239, 2.07343, -1.11108], [1.38374, 0.42555, -3.22177], [-0.72019, 3.02679, -0.41625], [-2.54675, 2.03821, -2.14660], [-1.24493, 0.44249, -3.90946], [1.16576, -1.72951, -2.60844], [-0.64743, -3.55096, -1.25517], [-2.73637, -2.16910, -1.68982], [1.34165, -2.38438, -0.94750], [-0.76984, -2.93727, -2.86625], [1.80841, 0.71016, 2.09031], [0.35774, 0.28486, 2.19944], [-0.37023, 0.28654, 0.99625], [0.23924, -1.17656, 2.74731], [0.93465, -1.41220, 3.88933], [-1.04416, -1.54495, 2.95391], [0.73968, -2.03929, 1.78802], [-0.37445, 1.26096, 3.17464], [0.28701, 1.38759, 4.36708], [-0.42548, 2.49791, 2.60302], [-1.64303, 0.89543, 3.45382], [2.28873, 0.24616, 1.21801], [2.33383, 0.37892, 2.99822], [1.86427, 1.80245, 2.01196]],
  "forces_ev_per_angstrom": [[0.73, 0.93, 0.13], [-0.52, 0.70, -0.45], [-0.73, 0.51, -0.51], [0.42, 0.05, -0.95], [1.13, 0.15, -0.32], [-0.92, -1.19, -0.56], [-0.57, 0.33, 0.52], [-0.69, -1.86, -0.70], [0.57, 0.14, 0.11], [-0.38, -0.33, 0.03], [-0.36, 0.15, 0.23], [-0.04, -0.43, 0.01], [0.07, -0.29, 0.19], [0.05, -0.13, 0.41], [0.08, -0.05, 0.28], [-0.06, 0.61, 0.11], [1.05, 0.38, 0.21], [-0.13, 0.16, -0.13], [0.15, 0.38, 0.17], [0.36, -0.10, 0.06], [-1.45, -0.38, -0.11], [1.10, -0.05, 2.15], [0.05, -0.92, -0.39], [-0.52, 0.32, -0.81], [0.97, 0.17, -0.07], [-0.33, 0.82, 0.95], [-0.18, 0.41, 0.32], [-0.51, -0.12, -1.01], [0.06, -0.79, 0.47], [0.84, 0.35, -0.20], [-0.25, 0.11, 0.23], [-0.05, 0.27, -0.32], [0.07, -0.31, -0.05]],
  "fmax_ev_per_a": 2.42,
  "e_lumo_ev": 0.5,
  "relative_energy_kcal_mol": 0.00,
  "mol_weight_g_mol": 380.44
}


Entry 3:
{
  "formula": "C11H13F8N4O",
  "method": "ωB97M-V/def2-TZVPD",
  "symbols": ["N", "C", "N", "N", "C", "C", "C", "N", "C", "C", "H", "H", "H", "H", "H", "H", "H", "H", "H", "C", "C", "C", "F", "F", "F", "F", "O", "C", "C", "F", "F", "F", "F", "H", "H", "H", "H"],
  "xyz": [[-2.96238, -2.84915, 4.20277], [-3.11479, -3.08548, 2.77126], [-3.88626, -2.26450, 2.02344], [-2.42165, -4.18468, 2.03662], [-1.88605, -3.55305, 0.81112], [-0.55493, -2.73751, 0.74510], [0.02902, -2.06531, -0.51235], [-0.66826, -2.11756, -1.74699], [-1.90097, -2.81796, -1.72464], [-2.61371, -3.57864, -0.59230], [-3.53678, -1.99598, 4.38809], [-1.98215, -2.49642, 4.30559], [-4.57882, -2.59144, 1.33837], [-3.72562, -1.24633, 2.09761], [-3.08539, -4.94985, 1.80976], [0.04563, -2.63423, 1.72189], [1.03907, -1.52549, -0.42129], [-2.47072, -2.82084, -2.72941], [-3.61201, -4.13573, -0.72609], [3.53736, 3.25854, -1.91681], [2.73315, 4.51652, -1.52177], [2.51871, 4.74139, -0.02351], [1.85869, 3.73025, 0.57390], [1.77166, 5.85448, 0.18230], [1.55468, 4.50862, -2.19147], [3.42541, 5.59082, -2.00048], [2.79471, 2.08378, -2.28766], [2.32275, 1.25795, -1.24517], [0.79585, 1.24673, -1.13597], [0.28592, 2.48737, -0.99234], [0.39018, 0.53110, -0.05188], [2.93311, 1.59833, -0.09425], [2.75347, 0.00547, -1.53623], [4.07674, 3.52360, -2.83084], [4.32234, 3.02660, -1.19244], [3.47133, 4.88279, 0.49344], [0.34070, 0.80583, -2.02737]],
  "forces_ev_per_angstrom": [[0.73, 1.76, -4.45], [-0.15, -0.43, 0.05], [0.44, 0.15, 1.60], [-1.07, 2.62, 0.41], [1.91, 2.25, -5.67], [-1.32, -0.75, -0.36], [-3.09, -2.23, 0.67], [-1.17, -1.59, 3.82], [-0.58, -0.79, 1.15], [3.47, 1.58, 1.65], [0.18, -1.03, 0.17], [-0.45, -1.22, 0.59], [1.18, 0.07, -0.09], [-0.84, -0.78, 0.35], [0.72, 0.32, 0.41], [-0.96, -0.25, -1.70], [-1.91, -1.17, -0.38], [1.17, 0.04, 1.77], [1.81, 1.02, -0.04], [0.62, -0.20, -0.52], [-0.38, -0.43, -0.86], [-0.05, 0.77, 0.62], [-0.01, -0.10, -0.10], [0.12, -0.01, -0.33], [0.05, 0.00, 0.34], [0.14, -0.17, 0.47], [-0.89, -0.06, 1.39], [1.89, 0.87, -0.86], [-0.93, 0.34, -0.41], [0.27, -0.25, -0.07], [0.36, 0.19, 0.20], [-0.45, -0.40, 0.16], [-0.58, -0.03, 0.05], [-0.31, 0.03, 0.04], [-0.30, 0.05, 0.13], [0.12, -0.05, -0.16], [0.27, -0.12, -0.02]],
  "total_charge": 1,
  "fmax_ev_per_a": 6.39,
  "e_lumo_ev": -5.5,
  "mol_weight_g_mol": 369.24
}


Entry 4:
{
  "formula": "C11H13FNO2",
  "method": "ωB97M-V/def2-TZVPD",
  "symbols": ["C", "C", "C", "C", "C", "C", "C", "C", "C", "C", "C", "N", "O", "O", "F", "H", "H", "H", "H", "H", "H", "H", "H", "H", "H", "H", "H", "H"],
  "xyz": [[-0.99524, 1.13938, -2.32082], [1.01297, 1.28826, -1.02099], [-0.90114, 2.47658, -2.79399], [0.99713, 2.62470, -1.25370], [-0.10338, 0.53773, -1.52218], [0.07964, 3.16748, -2.13520], [-1.02169, -0.73694, 2.67874], [-0.16916, -0.56153, 1.41232], [1.00997, -2.65810, 1.81785], [-0.18958, -0.86130, -1.16884], [-0.82474, -1.11192, 0.16878], [1.18264, -1.22857, 1.85071], [2.22478, -0.97048, 1.03198], [-1.80373, -1.80656, 0.24685], [0.12793, 4.54037, -2.44523], [-1.91032, 0.66659, -2.65303], [1.80262, 0.87041, -0.35717], [-1.65113, 2.84881, -3.43811], [1.62478, 3.25066, -0.72477], [-1.76293, -0.00505, 2.73640], [-1.48329, -1.77292, 2.70991], [0.13311, 0.50158, 1.31047], [0.01214, -3.04488, 1.57902], [1.68021, -2.85847, 1.09670], [1.51869, -3.06703, 2.74596], [-0.92200, -1.23335, -1.88270], [0.80552, -1.42078, -1.21266], [-0.47380, -0.57467, 3.54369]],
  "forces_ev_per_angstrom": [[-1.87, 1.51, -1.97], [-0.77, -0.70, 0.25], [1.09, -1.71, 2.39], [-0.82, 0.13, -0.93], [3.47, 1.02, 1.25], [-0.71, 2.00, -1.51], [-0.75, -1.97, -1.95], [1.07, 0.39, 1.61], [-0.66, -0.50, 3.19], [-0.08, -2.08, -0.32], [1.29, 0.72, 1.02], [-1.69, 1.11, -0.39], [0.79, 1.13, -0.90], [-1.29, -0.98, -0.12], [0.39, -0.98, 0.63], [0.17, -0.74, -0.01], [-0.87, -0.26, -0.42], [-0.33, 0.69, -0.52], [1.49, 1.34, 0.68], [-1.81, 1.03, -0.24], [0.42, 1.30, -0.01], [-0.25, -0.58, -0.17], [0.12, -0.05, 0.50], [2.02, -1.70, -3.02], [-1.15, -0.02, -0.63], [0.21, -0.93, -0.05], [-1.08, 0.83, 0.15], [1.60, 0.02, 1.46]],
  "total_charge": -1,
  "fmax_ev_per_a": 4.00,
  "e_lumo_ev": [3.3, 3.3],
  "mol_weight_g_mol": 210.23
}


Entry 5:
{
  "formula": "C11H13INO",
  "method": "ωB97M-V/def2-TZVPD",
  "symbols": ["C", "C", "C", "C", "C", "C", "C", "C", "C", "C", "C", "N", "O", "I", "H", "H", "H", "H", "H", "H", "H", "H", "H", "H", "H", "H", "H"],
  "xyz": [[1.68237, -0.57257, -2.11625], [2.13581, 0.27001, -1.07257], [0.39362, -0.82000, -2.24379], [1.37731, 0.83600, -0.15296], [-0.63981, -0.17170, -1.37968], [-0.03061, 0.32594, -0.01314], [-1.49761, 0.98775, -2.11752], [-2.16577, 0.19709, 1.45641], [-0.99648, 1.03755, 0.95290], [1.31565, -1.08992, 1.85823], [0.00020, -0.76999, 1.12193], [-0.88370, 0.02183, 2.03189], [-2.33353, 1.60371, -1.55295], [-1.06979, 3.22638, 1.19443], [2.26766, -1.16483, -2.74760], [3.18529, 0.58557, -1.22929], [0.14147, -1.42744, -3.08158], [1.67673, 1.78341, 0.53588], [-1.38572, -0.84351, -1.17751], [-1.25097, 1.06400, -3.20054], [-2.91621, 0.79514, 2.01598], [-2.56927, -0.66139, 0.88284], [1.42484, -0.31282, 2.55780], [1.14810, -1.99409, 2.49636], [2.21389, -1.19508, 1.10951], [-0.56350, -1.75345, 0.85956], [-0.65996, 0.04240, 3.01166]],
  "forces_ev_per_angstrom": [[-1.58, -1.21, 0.76], [2.88, 1.85, -0.42], [-0.66, 0.66, -0.11], [-0.61, 3.05, 1.57], [1.23, 2.91, -0.09], [-0.50, -1.14, 0.20], [1.91, -1.76, -0.35], [-1.50, 0.87, -1.52], [-1.03, 2.21, -0.58], [-0.01, -1.61, -1.66], [-0.12, -3.31, -0.32], [1.24, -0.59, 0.53], [-0.58, 0.53, 0.45], [0.15, -1.66, 0.06], [1.58, -0.19, -0.75], [-0.60, 0.05, 0.61], [-0.83, -0.42, -0.34], [-0.37, -2.67, -1.67], [-1.95, -1.93, 0.73], [-0.26, 0.29, 0.20], [0.80, -0.64, -0.20], [0.35, 0.68, 0.41], [1.06, 1.29, 0.72], [0.36, 0.44, -0.84], [-1.84, 0.15, 1.81], [0.94, 1.66, 0.24], [-0.05, 0.50, 0.54]],
  "total_charge": 1,
  "fmax_ev_per_a": 3.49,
  "e_lumo_ev": -3.7,
  "relative_energy_kcal_mol": 52.19,
  "mol_weight_g_mol": 302.13
}


Entry 6:
{
  "formula": "C11H13MnNO6S",
  "method": "ωB97M-V/def2-TZVPD",
  "symbols": ["Mn", "O", "C", "C", "C", "N", "C", "C", "C", "O", "O", "C", "O", "O", "H", "H", "H", "C", "C", "S", "O", "C", "C", "H", "H", "H", "H", "H", "H", "H", "H", "H", "H"],
  "xyz": [[0.08774, -0.07983, 0.43051], [4.24433, 3.37887, 3.05672], [3.37440, 2.77050, 2.16488], [3.68418, 1.99028, 1.03429], [2.69090, 1.17063, 0.46630], [1.45175, 1.31530, 0.90570], [1.07448, 2.15111, 1.91101], [2.02069, 2.92897, 2.54116], [-0.36126, 2.01959, 2.20704], [-0.86106, 2.80275, 2.97324], [-1.01521, 0.97191, 1.57728], [2.80915, 0.04939, -0.52006], [3.77381, -0.12867, -1.24801], [1.64282, -0.56564, -0.70039], [5.20405, 3.15601, 2.92386], [4.71708, 1.96775, 0.66627], [1.83213, 3.50592, 3.38782], [0.10123, -2.83742, -2.47929], [-1.17050, -2.00406, -2.44240], [-2.06641, -2.21803, -0.92906], [-1.27274, -1.42997, 0.19678], [-3.67177, -1.30006, -1.36645], [-4.64002, -1.28217, -0.15492], [0.39175, -3.05274, -3.50043], [-0.15271, -3.77640, -2.03950], [0.94078, -2.30804, -1.92844], [-1.88183, -2.29458, -3.26256], [-1.00788, -0.90736, -2.50629], [-4.12599, -1.78308, -2.20618], [-3.32948, -0.30654, -1.60765], [-5.60623, -0.92890, -0.48849], [-4.18491, -0.69359, 0.60619], [-4.69328, -2.28191, 0.33107]],
  "forces_ev_per_angstrom": [[0.76, 0.86, -0.03], [0.06, -1.04, -1.79], [0.17, 0.36, 0.91], [0.78, -0.35, -0.06], [0.81, 1.31, 1.40], [-1.32, -0.70, 0.71], [1.61, -0.46, -1.28], [0.45, -1.40, -1.08], [-1.72, 0.28, 0.84], [-0.21, -0.95, -0.70], [1.77, 0.80, 0.10], [0.93, 0.18, -2.91], [-1.24, 0.19, 1.81], [-1.07, -0.17, 1.15], [-1.31, 0.18, -0.18], [-0.46, -0.32, 0.11], [-0.68, 0.94, 1.15], [0.70, 1.15, 0.61], [-0.30, 0.93, -1.03], [-0.85, -0.13, 0.77], [-0.43, 0.09, -1.34], [0.83, 0.04, 1.97], [1.31, -1.42, -0.37], [0.12, 0.24, -0.17], [0.27, -0.83, 0.48], [-1.01, -0.93, -0.72], [0.48, 0.24, 0.80], [0.05, -0.50, -0.29], [0.20, -0.54, -0.65], [-0.08, 0.43, -0.32], [-0.15, 0.09, 0.23], [-0.08, 0.98, 0.58], [-0.39, 0.42, -0.70]],
  "total_charge": 1,
  "spin_multiplicity": 5,
  "s_squared": 6.07,
  "fmax_ev_per_a": 3.06,
  "e_lumo_ev": [-5.6, -5.0],
  "relative_energy_kcal_mol": 20.19,
  "mol_weight_g_mol": 342.23
}